Molecular formula: C5H32N2O9S
Method: DFT, ωB97M-V/def2-TZVPD

The geometry in XYZ format:
```
49
C5H32N2O9S (ωB97M-V/def2-TZVPD)
C 3.41 3.58 -0.25
N 4.09 2.56 0.48
C 3.48 1.22 0.47
C 2.67 0.70 -0.82
C 3.51 -0.45 -1.41
S 3.12 -0.89 -3.14
N 1.35 0.04 -0.58
C 0.39 1.15 -0.09
H 3.96 4.01 -1.10
H 2.40 3.03 -0.53
H 3.31 4.48 0.42
H 5.07 2.40 0.14
H 4.26 0.49 0.89
H 2.55 1.25 1.29
H 2.62 1.59 -1.43
H 3.23 -1.41 -0.74
H 4.66 -0.57 -1.43
H 1.79 -0.93 -3.14
H 1.57 -0.65 0.10
H 0.82 2.17 0.32
H -0.12 0.70 0.81
H -0.32 1.20 -0.79
O -0.75 -1.48 0.79
H -0.76 -1.99 1.64
H -0.29 -0.58 1.02
O -3.69 1.80 3.57
H -2.76 1.67 3.64
H -4.25 1.12 3.91
O -5.34 -1.20 0.68
H -4.78 -1.57 0.03
H -5.58 -0.50 0.31
O -3.12 -0.63 0.15
H -2.20 -0.74 0.51
H -3.24 -0.90 -0.74
O -2.14 -3.61 -0.31
H -2.23 -3.14 0.50
H -2.34 -3.07 -1.04
O -0.72 2.07 3.56
H -0.31 1.39 4.06
H -0.69 2.87 3.93
O -2.31 -1.89 -2.41
H -1.41 -1.96 -2.34
H -2.58 -0.99 -2.40
O -0.51 0.43 -2.91
H 0.00 0.25 -2.19
H -0.06 0.78 -3.73
O -2.11 -1.53 3.65
H -2.83 -0.83 3.88
H -2.61 -2.44 3.75
```

Values from the calculation:
HOMO level = -0.3265 Eh
E_tot = -37941.497 eV
Max |F| = 0.216 hartree/bohr
ΔE to the lowest compared entry with this formula, charge and spin = 188.1 kcal/mol
2S+1 = 1

=====

Molecular formula: C16H20N2OPTc
Method: DFT, ωB97M-V/def2-TZVPD

The geometry in XYZ format:
```
41
C16H20N2OPTc (ωB97M-V/def2-TZVPD)
C 4.11 0.56 -2.53
C 4.41 1.08 -1.21
C 3.43 2.08 -0.90
C 2.50 2.18 -2.00
C 2.90 1.21 -3.00
Tc 2.46 0.16 -1.18
P 3.25 -1.94 -1.26
H 4.66 -0.22 -3.06
H 5.22 0.77 -0.56
H 3.39 2.67 0.02
H 2.39 1.04 -3.94
H 1.67 2.87 -2.06
H 3.01 -2.67 -0.07
H 4.61 -2.30 -1.50
H 2.64 -2.77 -2.25
C -3.31 -1.48 1.67
N -2.02 -1.45 1.02
N -1.31 -0.34 0.73
C -0.18 -0.70 0.03
O 0.65 0.20 -0.35
C -0.24 -2.12 -0.09
C -1.38 -2.54 0.56
C -1.92 -3.90 0.76
C -1.73 0.99 1.00
C -2.29 1.34 2.23
C -2.77 2.64 2.43
C -2.60 3.61 1.44
C -1.97 3.28 0.23
C -1.55 1.96 0.00
H -3.68 -0.47 1.85
H -3.24 -2.00 2.63
H -4.03 -2.03 1.05
H 0.50 -2.74 -0.59
H -2.01 -4.15 1.82
H -2.89 -4.03 0.26
H -1.22 -4.61 0.31
H -2.37 0.58 3.01
H -3.26 2.88 3.38
H -2.96 4.63 1.60
H -1.79 4.03 -0.54
H -1.08 1.68 -0.93
```

Values from the calculation:
HOMO level (alpha / beta) = -0.3443 / -0.4004 Eh
E_tot = -33422.966 eV
Max |F| = 0.051 hartree/bohr
ΔE to the lowest compared entry with this formula, charge and spin = 0.0 kcal/mol
2S+1 = 4
Total charge = +1

=====

Molecular formula: C12H19NSi
Method: DFT, ωB97M-V/def2-TZVPD

The geometry in XYZ format:
```
33
C12H19NSi (ωB97M-V/def2-TZVPD)
C -2.49 -1.85 0.32
C -1.27 -1.10 -0.06
C -0.15 -1.00 1.07
C 1.10 -0.23 0.70
N 2.23 -0.87 0.53
C 3.41 -0.25 0.22
C 3.62 0.80 -0.67
C 4.96 1.17 -0.96
C 6.13 0.58 -0.47
C 5.82 -0.33 0.53
C 4.54 -0.72 0.97
Si -1.91 0.68 -0.58
C -2.66 1.40 0.96
C -3.14 0.41 -2.03
H -3.32 -1.95 -0.30
H -2.83 -1.58 1.31
H -2.25 -2.94 0.47
H -0.77 -1.57 -1.04
H 0.22 -2.06 1.27
H -0.60 -0.53 2.02
H 1.15 0.82 0.81
H 2.87 1.46 -1.03
H 4.95 1.95 -1.70
H 7.08 1.01 -0.73
H 6.61 -0.69 1.18
H 4.35 -1.50 1.71
H -0.74 1.63 -1.24
H -3.49 0.85 1.28
H -1.91 1.43 1.78
H -3.06 2.39 0.74
H -3.41 -0.63 -2.03
H -3.97 1.02 -1.74
H -2.93 0.72 -2.99
```

Values from the calculation:
HOMO level = -0.3084 Eh
E_tot = -22118.111 eV
Max |F| = 0.081 hartree/bohr
ΔE to the lowest compared entry with this formula, charge and spin = 71.4 kcal/mol
2S+1 = 1

=====

Molecular formula: C60H140Cl6CuN6O26P5
Method: DFT, ωB97M-V/def2-TZVPD

The geometry in XYZ format:
```
244
C60H140Cl6CuN6O26P5 (ωB97M-V/def2-TZVPD)
Cu 2.78 1.63 1.26
C 1.74 -1.08 -2.17
C 1.76 0.25 -1.40
C 0.72 1.24 -2.00
C -0.69 0.85 -1.71
C -0.93 0.82 -0.21
C 0.09 -0.05 0.55
N 1.47 0.15 0.03
O 2.38 -0.68 0.79
C -0.42 -1.50 0.58
C 0.12 0.49 1.99
C 3.11 0.96 -1.59
H 1.83 -0.92 -3.24
H 0.88 -1.68 -1.87
H 2.62 -1.66 -1.88
H 0.81 1.17 -3.09
H 1.04 2.25 -1.73
H -0.95 -0.13 -2.12
H -1.42 1.50 -2.19
H -1.93 0.39 -0.07
H -1.00 1.81 0.26
H -0.84 -1.77 -0.40
H -1.25 -1.60 1.29
H 0.29 -2.30 0.78
H 0.43 1.54 1.99
H 0.77 0.01 2.73
H -0.91 0.43 2.35
H 3.92 0.42 -1.10
H 3.08 1.94 -1.10
H 3.40 1.16 -2.63
C 6.05 1.43 0.47
O 5.00 1.89 0.87
N 6.67 0.44 1.13
C 6.14 0.01 2.41
C 7.98 -0.07 0.77
H 6.53 1.70 -0.48
H 6.24 -1.08 2.40
H 5.08 0.24 2.50
H 6.75 0.48 3.18
H 8.36 0.51 -0.07
H 8.69 0.03 1.59
H 7.91 -1.13 0.49
C 2.92 2.29 4.66
O 2.90 2.18 3.44
N 3.99 2.63 5.40
C 3.90 2.76 6.84
C 5.34 2.40 4.91
H 1.98 2.35 5.22
H 2.88 2.82 7.24
H 4.40 3.70 7.11
H 4.48 2.04 7.42
H 6.02 3.12 5.36
H 5.72 1.41 5.19
H 5.38 2.53 3.83
C 1.57 1.76 -6.91
O 1.12 2.24 -7.93
N 1.76 0.44 -6.68
C 2.29 -0.04 -5.43
C 1.55 -0.52 -7.74
H 1.84 2.41 -6.06
H 3.29 -0.48 -5.52
H 1.73 -0.92 -5.12
H 2.26 0.76 -4.69
H 1.28 -0.05 -8.68
H 2.43 -1.13 -7.96
H 0.75 -1.25 -7.57
C 1.19 3.75 5.72
O 1.95 3.71 4.76
N 0.06 3.02 5.82
C -0.75 3.13 7.02
C -0.41 2.10 4.83
H 1.42 4.34 6.62
H -1.78 3.38 6.78
H -0.41 3.90 7.71
H -0.62 2.22 7.61
H 0.34 1.91 4.07
H -0.66 1.11 5.25
H -1.39 2.31 4.40
C -2.97 -4.93 -4.54
O -3.06 -5.56 -5.56
N -3.41 -3.66 -4.36
C -3.26 -3.00 -3.08
C -3.96 -2.85 -5.41
H -2.59 -5.35 -3.60
H -4.24 -2.70 -2.70
H -2.50 -2.21 -3.13
H -2.89 -3.70 -2.33
H -4.93 -2.43 -5.13
H -3.34 -2.04 -5.80
H -4.15 -3.50 -6.27
Cl 5.51 -3.20 0.61
C 4.97 -2.04 -0.65
C 4.20 -2.64 -1.80
Cl 5.30 -3.49 -2.95
H 5.85 -1.52 -1.00
H 4.25 -1.43 -0.10
H 3.89 -1.77 -2.38
H 3.39 -3.32 -1.58
Cl -6.42 -1.17 -2.33
C -6.01 0.41 -1.68
C -4.52 0.65 -1.65
Cl -3.75 0.71 -3.24
H -6.32 0.37 -0.64
H -6.57 1.19 -2.19
H -4.07 -0.12 -1.01
H -4.32 1.58 -1.11
Cl 1.87 -0.62 5.05
C 3.17 0.35 4.29
C 4.55 0.04 4.76
Cl 5.01 0.79 6.31
H 2.89 1.39 4.48
H 3.05 0.24 3.21
H 5.30 0.37 4.05
H 4.64 -1.05 4.85
C -5.57 2.57 -6.16
C -6.35 3.58 -5.31
O -5.63 4.79 -4.97
P -4.36 4.69 -4.02
O -4.57 3.96 -2.75
O -3.15 4.06 -4.91
C -1.90 3.86 -4.23
C -1.01 3.01 -5.12
O -3.88 6.23 -3.90
C -4.83 7.22 -3.50
C -4.44 8.55 -4.15
H -6.20 1.69 -6.25
H -5.31 2.96 -7.15
H -4.63 2.32 -5.68
H -7.26 3.94 -5.77
H -6.60 3.02 -4.41
H -1.49 4.87 -4.09
H -2.10 3.44 -3.25
H -0.18 2.65 -4.52
H -1.54 2.16 -5.55
H -0.66 3.63 -5.94
H -5.82 6.94 -3.86
H -4.85 7.32 -2.41
H -5.28 9.24 -4.19
H -3.66 9.06 -3.59
H -4.09 8.42 -5.18
C -8.71 -3.38 3.72
C -8.20 -3.74 2.33
O -7.41 -2.61 1.90
P -6.09 -2.86 1.05
O -6.24 -3.63 -0.19
O -5.47 -1.40 0.90
C -5.30 -0.46 1.96
C -6.60 0.18 2.43
O -5.13 -3.52 2.18
C -3.73 -3.60 1.98
C -3.10 -3.66 3.36
H -9.33 -2.48 3.80
H -9.27 -4.24 4.09
H -7.91 -3.20 4.44
H -7.61 -4.64 2.54
H -8.96 -3.97 1.59
H -4.73 -0.92 2.78
H -4.56 0.28 1.65
H -7.14 -0.43 3.15
H -6.36 1.15 2.87
H -7.25 0.29 1.56
H -3.46 -4.45 1.35
H -3.28 -2.73 1.48
H -2.02 -3.62 3.17
H -3.35 -2.89 4.09
H -3.31 -4.57 3.92
C 2.96 -3.60 -5.54
C 2.25 -4.66 -4.73
O 1.43 -4.08 -3.70
P -0.12 -3.73 -4.00
O -0.95 -4.84 -4.50
O -0.70 -3.14 -2.64
C -0.68 -3.92 -1.41
C 0.67 -4.07 -0.75
O -0.04 -2.45 -4.93
C -1.27 -1.84 -5.39
C -1.39 -0.39 -4.94
H 2.21 -3.06 -6.12
H 3.51 -2.85 -4.99
H 3.65 -4.09 -6.23
H 1.62 -5.27 -5.38
H 2.90 -5.35 -4.19
H -1.38 -3.35 -0.81
H -1.07 -4.92 -1.61
H 1.36 -4.64 -1.36
H 1.05 -3.08 -0.49
H 0.55 -4.55 0.22
H -1.13 -1.95 -6.47
H -2.14 -2.40 -5.04
H -2.13 0.16 -5.53
H -1.76 -0.39 -3.92
H -0.50 0.24 -4.97
C 2.27 -2.88 1.78
C 1.44 -3.29 3.01
O 0.94 -4.63 2.88
P 1.92 -5.88 3.01
O 2.04 -6.60 1.74
O 3.28 -5.30 3.62
C 4.55 -5.72 3.15
C 5.52 -4.73 3.72
O 1.37 -6.78 4.20
C 1.19 -6.33 5.54
C -0.11 -6.91 6.05
H 2.90 -2.01 1.96
H 2.97 -3.69 1.56
H 1.68 -2.78 0.88
H 2.09 -3.21 3.88
H 0.68 -2.53 3.16
H 4.84 -6.76 3.29
H 4.59 -5.62 2.06
H 6.58 -4.88 3.48
H 5.40 -3.76 3.23
H 5.47 -4.57 4.80
H 2.06 -6.73 6.07
H 1.21 -5.24 5.66
H -0.01 -7.98 6.19
H -0.44 -6.43 6.98
H -0.93 -6.67 5.37
C 5.10 5.62 1.82
C 3.73 6.14 2.27
O 2.79 6.10 1.18
P 1.68 4.95 1.17
O 2.06 3.63 0.64
O 1.18 4.94 2.66
C 0.07 4.11 3.08
C -0.98 5.04 3.64
O 0.50 5.69 0.39
C -0.23 4.99 -0.63
C -1.73 5.02 -0.29
H 5.02 4.56 1.59
H 5.44 6.18 0.95
H 5.83 5.74 2.63
H 3.43 5.48 3.07
H 3.73 7.17 2.62
H -0.28 3.53 2.23
H 0.48 3.42 3.82
H -0.56 5.63 4.45
H -1.29 5.73 2.86
H -1.85 4.52 4.04
H -0.08 5.51 -1.57
H 0.09 3.97 -0.83
H -2.02 6.06 -0.15
H -2.31 4.53 -1.07
H -1.85 4.49 0.65
```

Values from the calculation:
HOMO level = -0.2224 Eh
E_tot = -292875.235 eV
Max |F| = 0.339 hartree/bohr
2S+1 = 1

=====

- Among the records above, which one has the highest 2S+1?
  C16H20N2OPTc